Record 1
Formula: C17H20O4
Source: the Open Molecules 2025 dataset
Level of theory: ωB97M-V/def2-TZVPD

Atoms and positions in Å:
C  5.21  0.54  -1.75
C  5.29  -0.76  -0.96
H  6.34  -1.08  -0.90
H  4.74  -1.53  -1.50
C  4.73  -0.67  0.47
C  3.27  -0.29  0.43
C  2.31  -1.27  0.22
C  0.96  -0.98  0.14
C  0.53  0.34  0.26
C  1.48  1.34  0.46
C  2.83  1.03  0.54
H  3.53  1.83  0.70
H  1.14  2.36  0.56
O  -0.77  0.76  0.20
C  -1.77  -0.21  0.01
C  -3.09  0.49  -0.02
C  -3.40  1.82  -0.08
C  -4.81  1.90  -0.08
C  -5.25  0.60  -0.02
C  -6.63  0.09  0.00
O  -7.61  0.80  -0.03
O  -6.67  -1.25  0.06
C  -7.97  -1.82  0.09
H  -8.52  -1.46  0.96
H  -7.82  -2.89  0.15
H  -8.52  -1.55  -0.81
O  -4.20  -0.25  0.02
H  -5.42  2.77  -0.12
H  -2.70  2.63  -0.11
H  -1.62  -0.74  -0.95
H  -1.77  -0.95  0.82
H  0.26  -1.78  -0.02
H  2.63  -2.30  0.13
C  5.57  0.24  1.36
H  5.66  1.24  0.95
H  5.12  0.31  2.35
H  6.57  -0.17  1.46
H  4.78  -1.68  0.89
H  4.18  0.89  -1.81
H  5.58  0.38  -2.76
H  5.82  1.32  -1.29

Output
F_max, Eh/bohr: 0.022
Total energy, hartree: -960.73896
LUMO, Eh: 0.0276
HOMO level, eV: -8.5

=====

Record 2
Formula: C17H20O4S2
Source: the Open Molecules 2025 dataset
Level of theory: ωB97M-V/def2-TZVPD

Atoms and positions in Å:
C  0.10  -0.03  2.86
C  1.19  -0.06  1.81
C  2.56  -0.22  2.44
O  1.00  -1.20  0.94
C  -0.08  -1.16  0.10
O  -0.66  -2.18  -0.21
C  -0.26  0.14  -0.64
C  -1.81  0.25  -0.93
C  -2.74  0.16  0.30
C  -3.22  1.32  0.94
C  -4.25  1.25  1.90
C  -4.79  0.02  2.28
C  -4.33  -1.14  1.64
C  -3.28  -1.06  0.71
C  0.15  1.33  0.17
O  -0.29  2.44  -0.04
O  1.21  1.13  1.02
H  -0.88  0.06  2.38
H  0.16  -0.95  3.45
H  0.28  0.83  3.51
H  3.30  -0.26  1.65
H  2.72  0.66  3.07
H  2.54  -1.16  3.01
H  -2.02  1.23  -1.38
H  -2.11  -0.56  -1.59
H  -2.82  2.29  0.65
H  -4.70  2.17  2.28
H  -5.57  -0.04  3.05
H  -4.86  -2.07  1.79
H  -2.89  -1.99  0.27
C  3.90  -0.19  -3.18
C  3.20  1.13  -3.01
S  2.04  1.35  -1.71
C  0.72  0.08  -1.86
S  1.82  -1.39  -1.75
C  2.98  -1.37  -3.07
H  4.28  -0.22  -4.20
H  4.71  -0.28  -2.44
H  3.96  1.87  -2.73
H  2.74  1.42  -3.96
H  -0.03  0.15  -2.71
H  2.43  -1.53  -3.99
H  3.58  -2.24  -2.80

Output
F_max, Eh/bohr: 0.039
Total energy, hartree: -1757.10180
LUMO, Eh: 0.0180
HOMO level, eV: -7.8

=====

Record 3
Formula: C17H21BMgN6O3S
Source: the Open Molecules 2025 dataset
Level of theory: ωB97M-V/def2-TZVPD

Atoms and positions in Å:
C  -0.24  3.06  -0.64
N  0.01  1.83  -1.08
N  0.08  1.87  -2.46
C  -0.03  3.16  -2.86
C  -0.24  3.96  -1.73
B  0.27  0.56  -3.30
N  1.39  -0.37  -2.74
N  1.48  -0.64  -1.38
C  2.56  -1.43  -1.23
C  3.18  -1.64  -2.47
C  2.41  -0.95  -3.39
Mg  -0.32  0.14  -0.09
N  -1.05  -0.28  -3.36
N  -1.58  -0.84  -2.23
C  -2.76  -1.39  -2.61
C  -2.93  -1.26  -4.00
C  -1.81  -0.56  -4.44
H  -3.47  -1.85  -1.93
H  -1.49  -0.24  -5.43
H  -3.74  -1.62  -4.62
H  0.56  0.86  -4.42
H  2.52  -0.82  -4.46
H  0.07  3.38  -3.93
H  4.07  -2.22  -2.66
H  -0.37  5.04  -1.68
H  2.87  -1.85  -0.28
H  -0.42  3.25  0.41
H  -0.72  -1.63  -0.10
C  -0.18  -1.82  0.89
H  0.56  -2.62  0.67
H  0.40  -0.98  1.29
H  -0.98  -2.15  1.60
C  -0.63  1.30  7.53
C  -1.15  1.23  6.12
C  -1.05  0.01  5.44
C  -1.42  -0.09  4.11
C  -1.47  1.14  3.44
C  -2.03  2.27  4.11
C  -1.70  2.35  5.46
S  -2.88  0.76  1.25
O  -1.20  1.14  2.17
O  -3.09  -0.46  2.02
O  -2.23  0.49  -0.06
H  -1.16  0.59  8.17
H  0.43  1.03  7.58
H  -0.76  2.30  7.93
H  -0.63  -0.87  5.93
H  -1.39  -1.05  3.60
H  -2.54  3.09  3.60
H  -1.77  3.28  6.03

Output
F_max, Eh/bohr: 0.083
Total energy, hartree: -1837.24530
Total charge: +2
LUMO (alpha / beta), Eh: -0.3219 / -0.3739
HOMO level (alpha / beta), eV: -14.5 / -14.4

=====

Record 4
Formula: C17H21BN6V
Source: the Open Molecules 2025 dataset
Level of theory: ωB97M-V/def2-TZVPD

Atoms and positions in Å:
C  3.10  -0.01  -0.55
N  1.81  -0.04  -0.97
N  1.84  -0.05  -2.37
C  3.11  -0.06  -2.78
C  3.94  -0.03  -1.66
B  0.50  0.05  -3.15
N  -0.40  -1.11  -2.71
N  -0.69  -1.36  -1.35
C  -1.61  -2.36  -1.32
C  -1.90  -2.76  -2.63
C  -1.11  -1.96  -3.46
V  0.09  -0.11  -0.10
N  -0.19  1.35  -2.66
N  -0.54  1.52  -1.32
C  -1.13  2.73  -1.22
C  -1.18  3.32  -2.49
C  -0.58  2.42  -3.36
H  -1.47  3.12  -0.27
H  -0.38  2.45  -4.42
H  -1.59  4.27  -2.74
H  0.69  0.08  -4.32
H  -0.98  -1.93  -4.53
H  3.34  -0.10  -3.83
H  -2.58  -3.53  -2.93
H  5.01  -0.04  -1.65
H  -2.01  -2.68  -0.37
H  3.32  0.03  0.51
H  -2.82  -0.77  1.34
C  -2.49  -1.55  2.03
H  -3.22  -2.37  2.04
H  -1.51  -1.92  1.72
H  -2.41  -1.15  3.04
C  0.85  -1.03  1.59
C  0.49  -0.14  2.71
C  -0.27  1.05  2.54
C  -0.64  1.81  3.66
C  -0.24  1.43  4.95
C  0.57  0.29  5.11
C  0.95  -0.46  4.01
H  1.91  -1.28  1.48
H  0.21  -1.93  1.37
H  -0.54  1.37  1.51
H  -1.24  2.72  3.53
H  -0.52  2.03  5.82
H  0.91  -0.01  6.11
H  1.61  -1.32  4.10

Output
Spin multiplicity: 4
F_max, Eh/bohr: 0.049
Total energy, hartree: -1957.21379
Total charge: +2
Expectation value of S²: 3.783
LUMO (alpha / beta), Eh: -0.2961 / -0.3819
HOMO level (alpha / beta), eV: -15.3 / -15.3

=====

Record 5
Formula: C17H21Br2MoN3OSi
Source: the Open Molecules 2025 dataset
Level of theory: ωB97M-V/def2-TZVPD

Atoms and positions in Å:
Mo  0.14  -0.36  -0.30
Br  0.34  -1.16  4.57
C  1.81  -1.02  3.40
C  3.12  -1.04  3.87
C  4.19  -0.95  3.01
Br  5.95  -1.03  3.70
C  3.99  -0.78  1.60
C  4.99  -0.72  0.62
C  4.61  -0.51  -0.70
C  3.27  -0.34  -1.03
N  2.28  -0.42  -0.13
C  2.65  -0.66  1.16
C  1.56  -0.85  2.04
O  0.38  -0.85  1.46
H  3.29  -1.13  4.94
H  6.03  -0.85  0.88
H  5.36  -0.47  -1.48
H  2.99  -0.14  -2.06
C  -2.66  2.23  -1.46
Si  -0.76  2.12  -1.62
C  -0.27  0.42  -2.59
C  0.03  3.52  -2.63
C  0.04  1.75  0.09
H  -3.16  1.84  -2.34
H  -2.95  3.27  -1.38
H  -3.05  1.71  -0.58
H  -1.16  0.02  -3.09
H  0.26  -0.45  -2.04
H  0.43  0.69  -3.38
H  -0.43  3.59  -3.61
H  1.10  3.40  -2.76
H  -0.13  4.47  -2.14
H  -0.62  1.99  0.93
H  0.99  2.27  0.24
C  -5.05  -1.73  1.24
N  -3.85  -1.59  0.46
C  -3.66  -2.18  -0.75
C  -2.43  -1.79  -1.20
N  -1.87  -0.94  -0.27
C  -2.76  -0.85  0.72
H  -5.91  -1.66  0.58
H  -5.11  -0.95  1.99
H  -5.07  -2.70  1.73
H  -4.37  -2.84  -1.20
H  -1.94  -2.05  -2.11
H  -2.61  -0.26  1.61

Output
Spin multiplicity: 3
F_max, Eh/bohr: 0.061
Total energy, hartree: -6405.08911
Total charge: +2
Expectation value of S²: 2.071
LUMO (alpha / beta), Eh: -0.3141 / -0.2781
HOMO level (alpha / beta), eV: -14.2 / -14.2

=====

Record 6
Formula: C17H21BrCl2O4W
Source: the Open Molecules 2025 dataset
Level of theory: ωB97M-V/def2-TZVPD

Atoms and positions in Å:
C  -1.94  2.28  0.68
C  -1.92  2.17  -0.77
C  -0.54  2.46  -1.20
C  -3.08  1.99  -1.67
C  0.20  2.81  0.00
C  -0.66  2.73  1.12
C  -0.27  3.06  2.51
C  -3.14  2.15  1.53
C  -0.06  2.65  -2.59
C  1.60  3.32  0.03
W  -0.64  0.48  -0.35
Cl  -0.87  -0.37  -2.34
Cl  -2.63  -0.70  0.27
O  1.35  0.48  -0.43
H  -3.94  1.62  -1.12
H  -2.86  1.30  -2.49
H  -3.32  2.97  -2.11
H  -0.58  1.99  -3.30
H  1.00  2.49  -2.65
H  -0.28  3.69  -2.89
H  2.19  2.91  -0.80
H  2.08  3.06  0.97
H  1.61  4.42  -0.06
H  0.77  2.77  2.70
H  -0.90  2.53  3.23
H  -0.36  4.14  2.72
H  -3.86  1.44  1.11
H  -3.64  3.12  1.65
H  -2.85  1.79  2.52
H  1.75  -0.36  -0.74
O  -0.31  0.06  2.53
H  0.17  -0.71  2.19
Br  2.87  -2.26  -1.60
C  2.40  -3.91  -0.77
C  3.02  -5.09  -1.17
C  2.68  -6.29  -0.56
C  1.74  -6.33  0.46
C  1.12  -5.15  0.89
C  1.43  -3.93  0.25
C  0.76  -2.65  0.70
O  1.08  -2.32  1.89
O  -0.01  -2.12  -0.11
H  3.76  -5.05  -1.98
H  3.17  -7.23  -0.90
H  1.47  -7.27  0.95
H  0.41  -5.12  1.70

Output
Spin multiplicity: 3
F_max, Eh/bohr: 0.132
Total energy, hartree: -4522.89989
Total charge: -2
Expectation value of S²: 2.011
LUMO (alpha / beta), Eh: 0.1719 / 0.1718
HOMO level (alpha / beta), eV: 0.4 / -0.1